No. 1
Entry from the OMol25 dataset: one molecule with the formula CClIS (ωB97M-V with the def2-TZVPD basis set).

```
4
Properties=species:S:1:pos:R:3:mulliken_charge:R:1
C 0.19988 1.17939 0.16700 -0.130
S -1.37309 0.38910 -0.04689 0.191
Cl -0.96340 -1.67890 -0.13779 -0.169
I 2.13661 0.11041 0.01768 0.108
```

Calculated values
**Spin multiplicity**: 1
**Relative energy (zero: lowest compared OMol25 entry of this formula, charge and spin)**: 175.9 kJ/mol
**E_HOMO**: -9.38 eV
**E_LUMO**: -1.45 eV

No. 2
Entry from the OMol25 dataset: one molecule with the formula CClN3O3 (ωB97M-V with the def2-TZVPD basis set).

```
8
Properties=species:S:1:pos:R:3:mulliken_charge:R:1
C -0.07440 0.98231 -1.12578 0.350
N 0.22343 1.51215 -2.10410 -0.333
N -0.17878 0.31134 0.10565 0.185
N 1.00578 -0.49698 0.43893 1.094
O 1.97740 -0.04393 -0.07533 -0.528
O 0.78120 -1.35603 1.20185 -0.515
O -1.32086 0.29813 0.82439 -0.297
Cl -2.41377 -1.20698 0.73439 0.044
```

Calculated values
**Spin multiplicity**: 1
**Relative energy (zero: lowest compared OMol25 entry of this formula, charge and spin)**: 39.6 kJ/mol
**E_HOMO**: -11.36 eV
**E_LUMO**: -2.35 eV
**SMILES**: N#CN(OCl)[N+](=O)[O-]

No. 3
Entry from the OMol25 dataset: one molecule with the formula CClN3O6 (ωB97M-V with the def2-TZVPD basis set).

```
11
Properties=species:S:1:pos:R:3:mulliken_charge:R:1
C -0.50629 1.17742 -0.22839 0.162
N 1.23963 -1.71574 0.17036 1.214
N -1.57356 0.15111 -0.42829 0.987
N 0.66501 0.83767 0.38256 0.738
O 0.66015 -2.51569 0.65589 -0.411
O -1.16474 -0.99633 -0.40874 -0.563
O 1.60733 1.49014 0.60412 -0.561
O 2.00606 -1.48613 -0.65301 -0.505
O -2.68214 0.61330 -0.60149 -0.576
O 0.68199 -0.39623 0.92892 -0.447
Cl -0.93342 2.84048 -0.42193 -0.038
```

Calculated values
**<S²>**: 2.014
**Spin multiplicity**: 3
**E_HOMO (spin up / spin down)**: -7.78 / -11.18 eV
**E_LUMO (spin up / spin down)**: -0.10 / -3.26 eV

No. 4
Entry from the OMol25 dataset: an isolated ion of composition CClN4O2S and charge -1 (ωB97M-V with the def2-TZVPD basis set).

```
9
Properties=species:S:1:pos:R:3:mulliken_charge:R:1
C -0.05432 0.39929 -0.02352 0.609
N -1.39672 1.93130 0.43229 -0.337
N -0.45094 1.19152 0.98037 -0.226
N -0.83786 0.55920 -1.16048 -0.205
N -1.63128 1.55440 -0.78796 -0.324
O 2.13701 -1.01344 -0.80217 -0.513
O 1.57021 -1.16635 1.46503 -0.525
S 1.05743 -0.89299 0.13713 0.811
Cl -0.39354 -2.56295 -0.24069 -0.290
```

Calculated values
**Net charge**: -1
**Spin multiplicity**: 1
**Relative energy (zero: lowest compared OMol25 entry of this formula, charge and spin)**: 6.1 kJ/mol
**E_HOMO**: -6.48 eV
**E_LUMO**: 2.82 eV
**SMILES**: O=[S@]([O-])(Cl)=C1N=NN=N1